(1)
# FH3N2OS

One molecule with the formula FH3N2OS (wB97M-V/def2-TZVPD, OMol25).

The geometry in ORCA input format:
```
! wB97M-V def2-TZVPD RIJCOSX def2/J DEFGRID3
* xyz 0 1
S 0.9162 0.1838 -0.0941
F 1.3913 -1.0834 0.9382
O 1.8634 0.4775 -1.1115
N 0.6604 1.3476 0.9135
N -0.3655 -0.6485 -0.6802
H 0.3989 0.7987 1.7238
H -1.2734 -0.8402 -0.2121
H -0.2651 -0.7807 -1.7015
*
```

Orbital gap, eV: 10.59
SMILES string: N=[S@@](N)(=O)F

---

(2)
# FH3N2OS

One molecule with the formula FH3N2OS (wB97M-V/def2-TZVPD, OMol25).

The geometry in ORCA input format:
```
! wB97M-V def2-TZVPD RIJCOSX def2/J DEFGRID3
* xyz 0 1
S -1.5847 0.7971 -1.7682
F 1.2089 1.5302 0.2342
O -0.2501 0.2913 -0.8667
N -0.0755 0.7342 0.3480
N 0.5557 -0.4825 1.2855
H -0.9008 1.8415 -2.4994
H 1.4798 -0.4531 0.9641
H 0.5769 0.0607 2.2385
*
```

Orbital gap, eV: 10.24
SMILES string: NN(F)OS

---

(3)
# FH3N2OS

One molecule with the formula FH3N2OS (wB97M-V/def2-TZVPD, OMol25).

The geometry in ORCA input format:
```
! wB97M-V def2-TZVPD RIJCOSX def2/J DEFGRID3
* xyz 0 1
S 2.4619 0.3215 0.3606
F -0.3655 -1.5187 -0.5101
O 0.8224 0.4365 -0.1324
N -0.1105 -0.3057 0.4300
N -1.4408 0.7066 0.2260
H -1.8333 0.4789 -0.7883
H 2.5952 -0.6335 -0.4918
H -2.1293 0.5143 0.9061
*
```

Orbital gap, eV: 9.94
SMILES string: NN(F)OS

---

The calculated energies rank the structures as follows, beginning with the most stable: (1), (2), (3).

---

(1)
# C3H9NO3

A 2-piece molecular cluster, C3H9NO3 overall (wB97M-V/def2-TZVPD, OMol25).

The geometry in ORCA input format:
```
! wB97M-V def2-TZVPD RIJCOSX def2/J DEFGRID3
* xyz 0 1
O -1.4660 1.7692 2.3238
O 1.3023 -5.3798 -0.6355
O -0.0397 1.4319 -2.3625
N 0.6334 0.7625 2.0778
C -0.4491 1.9117 0.0706
C -0.4911 1.5346 1.5974
C -0.3684 0.8394 -1.0373
H 1.1268 -6.2047 -1.0832
H -0.5518 2.2082 -2.5739
H 0.3488 0.0310 -0.7257
H 0.5295 -4.8844 -0.8498
H 1.2695 0.3196 1.3909
H -1.3335 0.2147 -1.0867
H 0.5374 2.4417 0.0151
H 0.1867 0.3498 2.8919
H -1.2349 2.6544 -0.0131
*
```

Orbital gap, eV: 10.62
SMILES string: NC(=O)CCO.O

---

(2)
# C3H9NO3

A 2-piece molecular cluster, C3H9NO3 overall (wB97M-V/def2-TZVPD, OMol25).

The geometry in ORCA input format:
```
! wB97M-V def2-TZVPD RIJCOSX def2/J DEFGRID3
* xyz 0 1
O 1.9099 0.2259 0.7262
O 2.2956 -1.3090 -0.9544
O -0.8060 -0.0462 -0.0509
N -1.5688 1.4712 0.0059
C -1.7836 -0.9510 -0.5755
C 1.7143 -1.0543 0.2654
C -0.9116 2.3675 0.5640
H 0.3999 -0.9847 0.1224
H 2.0545 -1.7868 1.0054
H 1.0315 0.6524 0.6540
H -1.4004 -1.4152 -1.4849
H 0.1768 2.3221 0.7095
H 2.9959 -0.6759 -1.1353
H -2.0181 -1.7098 0.1807
H -2.7069 -0.4301 -0.8180
H -1.3829 3.3239 0.7855
*
```

Orbital gap, eV: 9.18
SMILES string: C=NOC.OCO

---

The calculated energies rank the structures as follows, beginning with the most stable: (1), (2).

---

(1)
# C3H9NO3

A 2-piece molecular cluster, C3H9NO3 overall (wB97M-V/def2-TZVPD, OMol25).

The geometry in ORCA input format:
```
! wB97M-V def2-TZVPD RIJCOSX def2/J DEFGRID3
* xyz 0 1
O 2.1411 0.4144 0.6972
O -1.3234 1.4274 2.1638
O 0.4314 -1.9341 -1.3787
N -0.2053 0.1805 -0.6273
C -1.6189 0.1199 -1.0758
C 0.6289 -0.8566 -0.7252
C 2.0446 -0.6115 -0.2684
H -1.6865 0.2220 -2.1720
H -2.1037 0.8930 1.8922
H -2.0480 -0.8540 -0.7860
H 1.7088 -0.0724 1.4297
H 0.1444 1.0627 -0.2453
H -0.9255 0.9239 2.9098
H -2.2178 0.9207 -0.6103
H 2.5596 -0.2303 -1.1711
H 2.4703 -1.6058 -0.0326
*
```

Orbital gap, eV: 9.78
SMILES string: CNC(=O)CO.O

---

(2)
# C3H9NO3

A 2-piece molecular cluster, C3H9NO3 overall (wB97M-V/def2-TZVPD, OMol25).

The geometry in ORCA input format:
```
! wB97M-V def2-TZVPD RIJCOSX def2/J DEFGRID3
* xyz 0 1
O -2.8407 1.2619 -0.9135
O 3.2081 0.0783 -0.4799
O -1.7735 -1.5616 1.2122
N -0.3485 0.2374 0.5030
C -0.7272 -1.1076 0.6978
C 0.9834 0.7593 0.2779
C 1.8010 -0.1766 -0.6918
H 1.4696 0.8895 1.2389
H 1.5014 -1.1363 -0.3130
H -2.8328 0.2943 -1.0700
H 3.5899 0.5384 -1.2505
H 1.0271 1.6931 -0.3136
H 1.5130 0.1532 -1.6718
H -1.1917 1.1177 0.5029
H 0.0318 -1.8412 0.4259
H -3.7635 1.5510 -1.3237
*
```

Orbital gap, eV: 10.08
SMILES string: O=CNCCO.O

---

(3)
# C3H9NO3

C3H9NO3 as an isolated structure (wB97M-V/def2-TZVPD, OMol25).

The geometry in ORCA input format:
```
! wB97M-V def2-TZVPD RIJCOSX def2/J DEFGRID3
* xyz 0 1
O 2.6048 0.1569 -0.2800
O -0.3623 -1.3564 -0.0287
O -0.3252 0.8397 1.2321
N -1.2812 -0.4885 0.2298
C 1.1563 1.1135 -1.9343
C 1.3539 0.4721 -0.7754
C -2.2071 -1.0061 1.2296
H 3.2972 0.4665 -0.8814
H -1.7044 -1.6267 1.9748
H 0.0853 0.3385 1.9558
H 0.4841 0.7239 0.2824
H -2.9300 -1.6146 0.6782
H 0.1454 1.3287 -2.2542
H -2.7150 -0.1575 1.6801
H 1.9637 1.4443 -2.5859
H 0.4346 -0.6342 -0.5229
*
```

Orbital gap, eV: 8.93

---

(4)
# C3H9NO3

A 2-piece molecular cluster, C3H9NO3 overall (wB97M-V/def2-TZVPD, OMol25).

The geometry in ORCA input format:
```
! wB97M-V def2-TZVPD RIJCOSX def2/J DEFGRID3
* xyz 0 1
O -1.1721 0.8270 -1.3814
O 2.4504 -5.3118 -1.4018
O 0.5197 -0.4740 -0.6823
N -0.9492 2.2241 1.1310
C -1.1938 1.7509 2.4919
C 0.1826 1.5443 0.5272
C -0.2536 0.6407 -0.6385
H -1.7659 2.0482 0.5608
H -0.2891 1.7915 3.1024
H 1.5285 -5.5227 -1.2262
H 2.4328 -4.3547 -1.5037
H 0.9227 2.2201 0.0729
H -1.5205 0.7054 2.5555
H 0.1245 -0.8858 -1.4750
H 0.7946 0.9384 1.1913
H -1.9033 2.4142 2.9853
*
```

Orbital gap, eV: 9.54
SMILES string: CNCC(=O)O.O

---

The calculated energies rank the structures as follows, beginning with the most stable: (4), (1), (2), (3).

---

(1)
# C3H9NO3

A 2-piece molecular cluster, C3H9NO3 overall (wB97M-V/def2-TZVPD, OMol25).

The geometry in ORCA input format:
```
! wB97M-V def2-TZVPD RIJCOSX def2/J DEFGRID3
* xyz 0 1
O 2.5470 1.6896 0.8995
O -1.8497 1.8970 0.1116
O -2.2281 0.2843 -1.3598
N -0.6588 -1.5392 -0.1958
C -0.7818 -0.2241 0.4557
C 0.7587 -1.9625 -0.1639
C -1.6807 0.6426 -0.3372
H 1.1885 -1.4075 0.6765
H -0.9893 -1.3822 -1.1321
H -2.4412 2.3783 -0.4866
H 1.9932 2.5079 0.8368
H 3.0054 1.7723 0.0115
H -1.1868 -0.2493 1.5041
H 1.3271 -1.7507 -1.0886
H 0.8167 -3.0462 -0.1552
H 0.1799 0.3896 0.4237
*
```

Orbital gap, eV: 9.49
SMILES string: CNCC(=O)O.O

---

(2)
# C3H9NO3

C3H9NO3 as an isolated structure (wB97M-V/def2-TZVPD, OMol25).

The geometry in ORCA input format:
```
! wB97M-V def2-TZVPD RIJCOSX def2/J DEFGRID3
* xyz 0 1
O -2.2186 0.8339 0.4255
O 1.8262 1.8872 -0.1013
O -0.4621 1.9760 0.4381
N 1.0452 -0.3908 -0.5129
C -1.0355 0.8749 0.3884
C -1.1292 -1.6651 0.0459
C -0.2372 -0.4971 0.3966
H -0.5741 -2.5895 0.0661
H 0.5611 2.2717 0.4273
H 0.1472 -0.7227 1.4754
H -1.9837 -1.6583 0.7960
H 0.5909 -0.2702 -1.4535
H 1.5961 0.6320 -0.1971
H -1.5894 -1.6514 -0.9853
H 1.8198 2.1974 -0.9850
H 1.6431 -1.2279 -0.2241
*
```

Orbital gap, eV: 9.85

---

The calculated energies rank the structures as follows, beginning with the most stable: (1), (2).

---

(1)
# C16H21NO3S

C16H21NO3S as an isolated structure (wB97M-V/def2-TZVPD, OMol25).

The geometry in ORCA input format:
```
! wB97M-V def2-TZVPD RIJCOSX def2/J DEFGRID3
* xyz 0 1
S 2.1682 3.6827 3.0957
O 0.8714 -5.3431 0.8024
O -1.9391 2.7840 -1.7484
O 0.1390 1.7630 1.3147
N -2.3113 0.1815 -1.0401
C -1.6727 -2.6443 0.5032
C 2.2492 5.4526 2.5239
C -0.8676 0.5655 -1.4454
C 1.8295 3.3991 1.5333
C -0.9543 2.0815 -1.2219
C 0.0223 -3.8214 -1.3431
C -0.8166 -3.5719 1.0219
C -2.4904 -1.1217 -1.2598
C -0.8951 -2.8132 -1.5903
C 0.0004 -4.2700 0.1722
C 2.3863 5.5343 1.2867
C -1.9183 -2.1646 -0.6872
C 2.3715 4.4025 0.4796
C 1.7004 -5.8814 0.0550
C 1.5669 1.9410 1.0502
C -0.6794 2.5083 0.2737
H -0.5484 3.5814 0.3808
H 2.3204 -5.1918 -0.3647
H 1.2162 -6.2860 -0.5497
H 2.4945 6.1903 3.5080
H -0.9931 0.3995 -2.3163
H -2.5543 2.0769 -1.6118
H -3.5584 -1.3737 -1.0198
H -0.7394 -2.6113 -2.5906
H -2.3368 -2.2071 1.3939
H -1.8070 2.3650 0.6893
H 2.0959 1.2761 1.4572
H 0.0141 -0.0744 -0.7084
H 2.4947 6.5542 0.8703
H 2.1550 4.3724 -0.4849
H -2.8361 -1.2101 -2.1362
H -2.1878 0.1248 0.2529
H 0.8280 -4.2395 -1.6208
H 1.8257 1.7783 -0.0760
H 2.2366 -6.6710 0.6210
H -0.9675 -3.9357 2.0625
H 0.0873 2.4174 -1.5329
*
```

Orbital gap, eV: 8.78

---

(2)
# C16H21NO3S

One molecule with the formula C16H21NO3S (wB97M-V/def2-TZVPD, OMol25).

The geometry in ORCA input format:
```
! wB97M-V def2-TZVPD RIJCOSX def2/J DEFGRID3
* xyz 0 1
S -1.4640 -0.7463 -3.6047
O 1.4946 1.4385 -1.6555
O 0.5533 0.2188 0.0779
O -1.0146 2.1091 -2.9279
N 2.5157 -0.7930 2.9045
C 2.7343 -1.9450 0.7150
C -3.1828 -0.0179 -1.7237
C -5.1875 0.7934 -0.5075
C -1.9222 0.2138 -2.1358
C -2.9411 0.8745 0.6059
C -3.7185 0.6139 -0.4687
C -3.9916 -0.8131 -2.6574
C 2.4749 -2.1011 2.2639
C 1.5626 0.1697 2.3094
C 0.4509 0.9967 -1.1163
C -3.2354 -1.1907 -3.7527
C 1.7630 0.4358 0.7899
C -0.9806 1.3367 -1.7193
C 3.0519 -0.4132 0.4288
C 3.9004 -0.1995 2.7076
C 4.1161 0.0979 1.3219
H 0.4912 -0.0989 2.5456
H -0.4165 1.7550 -3.6248
H -3.3799 1.4353 1.3281
H -1.3597 1.8350 -0.8913
H 3.6295 -2.4268 0.4242
H 1.7522 1.1322 2.8071
H 3.1122 -2.8120 2.6279
H 4.6006 -0.9343 3.0057
H -5.5299 1.6117 -1.2026
H 5.1661 -0.2374 1.0282
H 1.9664 1.5270 0.6115
H 4.0273 0.8185 3.2144
H 1.9695 -2.2038 0.0457
H -5.4763 1.3210 0.3701
H 1.4423 -2.4706 2.3389
H 3.1684 -0.2548 -0.7368
H -3.6195 -1.7998 -4.6029
H -5.0092 -1.0827 -2.6056
H -5.7744 -0.1282 -0.6448
H -1.8614 0.7422 0.7620
H 4.1217 1.1925 1.3442
*
```

Orbital gap, eV: 9.09
SMILES string: C=C(C)c1ccsc1[C@H](O)C(=O)O[C@H]1CN2CCC1CC2

---

The calculated energies rank the structures as follows, beginning with the most stable: (2), (1).

---

(1)
# C20H21N3O3

One molecule with the formula C20H21N3O3 (wB97M-V/def2-TZVPD, OMol25).

The geometry in ORCA input format:
```
! wB97M-V def2-TZVPD RIJCOSX def2/J DEFGRID3
* xyz 0 1
O -1.4886 -1.9793 -2.8412
O -2.1918 -0.3647 0.1357
O 1.6566 -1.4192 0.3855
N 0.9426 0.3996 -0.7345
N -1.4293 -1.0252 2.1472
N 0.0863 -1.7065 -1.2335
C -0.7739 2.9851 -2.6805
C 0.0892 2.4019 -1.7763
C 0.1346 0.8450 2.5197
C 0.3648 2.0616 1.8949
C 0.9347 -0.9392 -0.4639
C -1.8671 -1.2600 0.8901
C 1.2230 0.1204 2.9912
C 0.0546 -3.1308 -0.9368
C -1.9721 -2.7386 0.5443
C -1.2694 0.3152 2.6723
C 2.5093 0.5929 2.8248
C 2.7467 1.8082 2.1917
C -1.6400 2.2051 -3.4394
C 4.1490 2.3025 2.0070
C -0.6054 -3.4216 0.4124
C -0.7909 -1.2217 -2.2019
C 0.0923 1.0177 -1.6190
C -1.6399 0.8355 -3.2892
C -0.7726 0.2297 -2.3821
C 1.6567 2.5387 1.7368
H 3.3441 0.0107 3.1849
H 0.7604 3.0045 -1.1831
H -0.7775 4.0590 -2.7967
H 1.0818 -3.5042 -0.9298
H 4.7298 1.5826 1.4316
H -2.3127 2.6752 -4.1401
H 0.0658 -3.0921 1.2075
H -0.4702 2.6355 1.5196
H -2.3040 0.2020 -3.8564
H -0.5083 -3.5985 -1.7468
H -1.5559 0.3058 3.7299
H -1.0743 -1.7908 2.6962
H 1.5235 0.9671 -0.1282
H -1.9644 0.9516 2.1186
H -2.5187 -2.8253 -0.3959
H 4.1637 3.2582 1.4884
H 1.0672 -0.8255 3.4884
H 1.8180 3.4935 1.2544
H -2.5517 -3.2281 1.3304
H 4.6375 2.4249 2.9729
H -0.7282 -4.5029 0.4966
*
```

Orbital gap, eV: 9.18
SMILES string: Cc1ccc(CNC(=O)CCCn2c(=O)[nH]c3ccccc3c2=O)cc1

---

(2)
# C20H21N3O3

One molecule with the formula C20H21N3O3 (wB97M-V/def2-TZVPD, OMol25).

The geometry in ORCA input format:
```
! wB97M-V def2-TZVPD RIJCOSX def2/J DEFGRID3
* xyz 0 1
O 3.6630 -2.9656 -3.9813
O 1.0094 -0.3249 -4.3598
O -3.7955 2.1551 5.5969
N 0.9928 3.1032 -0.3228
N 0.7523 -2.1998 -3.1219
N -0.5430 2.3312 1.1084
C 0.9255 1.1492 -1.8886
C 3.8965 -2.2616 -2.7778
C -1.4854 1.1522 3.0103
C -4.5434 3.2675 6.0275
C -0.6598 -0.5579 -1.2090
C -2.8988 3.4340 3.7224
C 3.3369 -3.1244 -1.6284
C 0.3215 3.3340 0.7578
C 2.6514 -4.2956 -2.3468
C 0.7226 -0.8548 -3.3063
C -1.0432 0.1574 -0.0939
C -2.3023 1.1393 4.1180
C 0.5655 1.8754 -0.7627
C -1.3748 2.3063 2.2376
C -0.4050 1.3670 0.1367
C 0.3205 -0.0807 -2.0928
C 1.2089 -3.1196 -4.1315
C -2.0833 3.4422 2.6049
C -3.0212 2.2787 4.4884
C 2.5508 -3.8123 -3.8038
H 0.5632 -2.5693 -2.2050
H 1.3362 -2.5372 -5.0474
H 4.1344 -3.4753 -0.9760
H 0.4333 4.2162 1.3585
H -0.9152 0.2745 2.7476
H 3.4074 -1.2804 -2.8118
H 2.6738 -4.6307 -4.5213
H -2.3983 0.2541 4.7262
H -3.8959 4.1113 6.2862
H -2.0054 4.3380 2.0072
H -1.1623 -1.4901 -1.4244
H 3.2821 -5.1833 -2.3062
H 1.6797 -4.5491 -1.9269
H 2.6362 -2.5485 -1.0244
H -5.0753 2.9367 6.9178
H 0.4476 -3.8913 -4.2936
H 1.6486 1.5263 -2.5932
H 4.9753 -2.1072 -2.7038
H -3.4366 4.3323 3.9796
H -1.8225 -0.2048 0.5597
H -5.2680 3.5822 5.2698
*
```

Orbital gap, eV: 8.95
SMILES string: COc1ccc(-n2cnc3cc(C(=O)NC[C@@H]4CCCO4)ccc32)cc1

---

The calculated energies rank the structures as follows, beginning with the most stable: (1), (2).